Record 1
2 unconnected molecules or ions with the total composition C7H16ClN3O5, computed with ωB97M-V/def2-TZVPD.

Values from the calculation:
Strongest force on any atom = 1.25 eV/Å
LUMO = -0.418 eV
DFT total energy = -1276.678290 Eh
HOMO-LUMO gap = 8.43 eV

Structure (ORCA input):
```
! wB97M-V def2-TZVPD RIJCOSX def2/J DEFGRID3
* xyz 0 1
C 3.6161 -0.2574 0.2738
C 2.4184 0.1109 1.1111
O 1.2638 -0.1786 0.3442
C 0.0492 0.1760 0.8872
N -0.8108 -1.0484 1.0365
C -2.0268 -0.9588 0.5140
N -3.1436 -1.2208 1.1758
N -2.1056 -0.5717 -0.8040
C -1.6237 0.8316 -0.9933
C -0.6564 1.2991 0.1054
C -1.3363 2.2887 1.0594
H 3.6206 -1.3246 0.0710
H 4.5356 0.0337 0.7744
H 3.5474 0.2455 -0.6870
H 2.4558 1.1750 1.3684
H 2.4122 -0.4601 2.0473
H 0.1946 0.5364 1.9088
H -0.7685 -1.4403 1.9694
H -4.0142 -0.9553 0.7450
H -3.1700 -1.7292 2.0438
H -1.3692 -1.1670 -1.2292
H -2.4874 1.4943 -1.0306
H -1.1571 0.8624 -1.9654
H 0.1438 1.8322 -0.4013
H -0.7066 2.4925 1.9220
H -1.4849 3.2274 0.5333
H -2.3125 1.9348 1.3907
O 0.7782 -1.8896 -4.1913
Cl 0.9967 -1.4465 -2.8483
O 2.3208 -1.7696 -2.4048
O 0.0318 -2.1098 -1.9650
O 0.7888 -0.0128 -2.7615
*
```

---

Record 2
A molecular structure, C57H50BrNO5PRuSeTe, computed with ωB97M-V/def2-TZVPD.

Values from the calculation:
Energy above the lowest of the compared OMol25 structures with the same formula, charge and spin = 0.000 eV
Strongest force on any atom = 1.28 eV/Å
LUMO (spin up / spin down) = -0.487 / -0.886 eV
DFT total energy = -8312.729095 Eh
HOMO-LUMO gap (spin up / spin down) = 6.19 / 5.88 eV

Structure (ORCA input):
```
! wB97M-V def2-TZVPD RIJCOSX def2/J DEFGRID3
* xyz 0 2
Ru 0.1680 0.0675 0.1974
O 3.7040 -0.0263 -1.8615
C 2.8786 0.5205 -1.1683
O 1.9184 -0.1706 -0.5967
C 3.0044 2.0084 -0.9142
C 4.2755 2.5337 -1.1283
C 4.5321 3.8787 -0.9473
C 3.5056 4.7301 -0.5630
C 2.2340 4.2246 -0.3633
C 1.9666 2.8659 -0.5259
P 0.2491 2.2684 -0.3757
C -0.3934 2.6584 -2.0321
C -0.6340 1.6077 -2.9091
C -1.0446 1.8538 -4.2106
C -1.2193 3.1566 -4.6460
C -0.9641 4.2152 -3.7825
C -0.5463 3.9670 -2.4880
C -0.5073 3.4648 0.7623
C 0.0528 3.5703 2.0392
C -0.4863 4.4388 2.9686
C -1.5866 5.2179 2.6357
C -2.1593 5.1046 1.3800
C -1.6308 4.2199 0.4496
H 5.0522 1.8506 -1.4434
H 5.5288 4.2655 -1.1099
H 3.6925 5.7863 -0.4232
H 1.4400 4.8966 -0.0629
H -0.4914 0.5835 -2.5831
H -1.2249 1.0252 -4.8817
H -1.5456 3.3496 -5.6590
H -1.0812 5.2358 -4.1209
H -0.3184 4.8014 -1.8356
H 0.9125 2.9723 2.3057
H -0.0492 4.5055 3.9558
H -2.0012 5.9049 3.3616
H -3.0273 5.6961 1.1201
H -2.1119 4.1163 -0.5147
Br -5.3366 -3.0826 0.9544
C -4.2496 -2.9109 -0.5882
C -4.4977 -3.8423 -1.5887
C -3.7720 -3.8243 -2.7668
C -2.7903 -2.8661 -2.9644
C -2.5470 -1.9398 -1.9702
C -3.2575 -1.9434 -0.7651
C -2.8262 -0.9294 0.2536
O -3.3100 -1.0405 1.4305
O -2.0199 -0.0171 -0.0963
H -5.2645 -4.5860 -1.4287
H -3.9785 -4.5635 -3.5284
H -2.2175 -2.8430 -3.8812
H -1.7849 -1.1849 -2.0989
Se 0.2895 -2.2493 1.1340
C 0.8697 -3.8595 0.2922
C 1.3021 -4.9022 1.1091
C 1.7126 -6.1022 0.5508
C 1.7083 -6.2734 -0.8253
C 1.2908 -5.2326 -1.6422
C 0.8700 -4.0350 -1.0886
H 1.3286 -4.7664 2.1828
H 2.0481 -6.9046 1.1954
H 2.0361 -7.2097 -1.2579
H 1.2941 -5.3530 -2.7180
H 0.5461 -3.2262 -1.7285
C -5.3546 -5.0501 6.5923
C -4.5549 -4.0611 5.8016
C -3.2340 -4.3108 5.4631
C -2.4884 -3.3973 4.7241
C -1.0701 -3.7427 4.3665
C -3.0812 -2.2010 4.3286
Te -1.8334 -0.8972 3.0918
N -0.1319 0.4525 2.0727
C 0.5880 0.0866 3.0961
O -0.0048 -0.5460 4.1016
C 2.0296 0.3463 3.3154
C 2.6051 -0.0117 4.5338
C 3.9430 0.2516 4.7708
C 4.7172 0.8693 3.7981
C 4.1474 1.2266 2.5865
C 2.8093 0.9666 2.3508
C -2.5662 0.8098 4.1533
C -2.3712 0.8444 5.5347
C -1.7586 -0.2265 6.3950
C -2.7819 1.9842 6.2309
C -3.3736 3.0625 5.6041
C -3.8045 4.2770 6.3675
C -3.5617 2.9909 4.2292
C -3.1636 1.8904 3.4885
C -3.4510 1.8945 2.0208
C -4.4180 -1.9337 4.6249
C -5.1678 -0.7150 4.1621
C -5.1267 -2.8731 5.3665
H -4.7351 -5.8824 6.9216
H -6.1730 -5.4564 5.9969
H -5.7943 -4.5849 7.4750
H -2.7682 -5.2374 5.7777
H -0.7300 -4.5924 4.9572
H -0.3704 -2.9209 4.5409
H -0.9860 -4.0110 3.3094
H 1.9982 -0.4979 5.2831
H 4.3850 -0.0329 5.7168
H 5.7631 1.0701 3.9873
H 4.7414 1.7028 1.8162
H 2.3699 1.2290 1.4057
H -1.4046 -1.1027 5.8731
H -2.4935 -0.5629 7.1284
H -0.9079 0.1928 6.9345
H -2.6221 2.0149 7.3028
H -3.5492 4.1952 7.4228
H -4.8827 4.4247 6.2925
H -3.3269 5.1743 5.9717
H -4.0302 3.8194 3.7122
H -3.7896 2.8824 1.7180
H -4.2294 1.1755 1.7688
H -2.5715 1.6377 1.4343
H -4.8092 -0.3376 3.2078
H -5.1002 0.0955 4.8904
H -6.2194 -0.9697 4.0350
H -6.1670 -2.6711 5.5957
*
```

---

Record 3
5 unconnected molecules or ions with the total composition C2H14N2O4, computed with ωB97M-V/def2-TZVPD.

Values from the calculation:
Energy above the lowest of the compared OMol25 structures with the same formula, charge and spin = 1.498 eV
Strongest force on any atom = 3.48 eV/Å
LUMO = 0.592 eV
DFT total energy = -495.026859 Eh
SMILES string = [H]/N=C/NC.O.O.O.O
HOMO-LUMO gap = 9.92 eV

Structure (ORCA input):
```
! wB97M-V def2-TZVPD RIJCOSX def2/J DEFGRID3
* xyz 0 1
H -0.9305 -1.4509 0.5256
N 0.0200 -1.1232 0.5550
C 0.9725 -1.4403 -0.2237
N 2.2625 -1.2238 0.3263
C 3.3453 -1.1187 -0.7051
H 0.9937 -2.0074 -1.1476
H 2.2705 -0.4019 0.9188
H 4.2528 -1.5514 -0.1503
H 3.1398 -1.7098 -1.5682
H 3.5749 -0.0824 -0.9491
O 1.4362 1.0763 -2.3017
H 1.1416 0.5911 -1.5164
H 0.9504 1.9050 -2.1882
O -4.3708 -1.2426 3.1796
H -4.9929 -1.8338 2.7368
H -4.9704 -0.8355 3.8186
O -2.1612 1.2636 0.5823
H -1.2515 0.9799 0.7222
H -2.7476 0.9589 1.2771
O -0.6969 3.0945 -1.4861
H -1.4534 3.6466 -1.6726
H -0.7850 2.5056 -0.7333
*
```

---

Record 4
C6H7NO in the gas phase, computed with ωB97M-V/def2-TZVPD.

Values from the calculation:
Energy above the lowest of the compared OMol25 structures with the same formula, charge and spin = 4.906 eV
Strongest force on any atom = 6.70 eV/Å
LUMO = 0.597 eV
DFT total energy = -362.633176 Eh
SMILES string = O=C1[C@H]2C[C@@H]1[C@H]1N[C@H]12
HOMO-LUMO gap = 10.00 eV

Structure (ORCA input):
```
! wB97M-V def2-TZVPD RIJCOSX def2/J DEFGRID3
* xyz 0 1
O 2.3713 -1.0519 -0.0850
C 1.3562 -0.2644 -0.2634
C 0.4921 0.2769 1.0097
C 0.1254 1.4894 0.0319
C 0.2454 0.4315 -1.0827
C -1.0964 -0.3906 -0.5370
N -0.7320 -1.7150 -0.1361
C -0.6919 -0.6261 0.9045
H 0.9654 0.5444 1.9268
H -1.0670 1.7535 0.0423
H 0.7759 2.2870 0.3218
H 0.2687 0.6456 -2.1042
H -1.7865 -0.4558 -1.3671
H 0.1021 -2.0704 -0.3951
H -1.3287 -0.8540 1.7335
*
```

---

Record 5
A molecular structure, C13H8N3O10SSe4Ta, computed with ωB97M-V/def2-TZVPD.

Values from the calculation:
Energy above the lowest of the compared OMol25 structures with the same formula, charge and spin = 1.262 eV
Strongest force on any atom = 2.80 eV/Å
LUMO = -2.057 eV
DFT total energy = -11477.788610 Eh
HOMO-LUMO gap = 6.58 eV

Structure (ORCA input):
```
! wB97M-V def2-TZVPD RIJCOSX def2/J DEFGRID3
* xyz 0 1
Ta -1.4385 1.2991 0.6579
O -1.2164 -2.5514 -0.3568
C -1.0250 -1.6668 0.4234
O -1.8220 -0.5768 0.4727
C 0.0801 -1.6825 1.4287
C 0.5800 -2.9082 1.8393
C 1.5681 -2.9494 2.7964
C 2.0751 -1.8007 3.3765
C 1.5667 -0.5922 2.9673
C 0.5995 -0.4913 1.9630
O 0.2204 0.6885 1.5040
N 2.0375 0.6264 3.6375
O 1.1921 1.4425 3.9379
O 3.2198 0.6939 3.8965
N 2.0962 -4.2532 3.2307
O 2.9381 -4.2484 4.1031
O 1.6335 -5.2434 2.7073
H 0.1916 -3.8219 1.4109
H 2.8445 -1.8531 4.1326
Se -3.0439 1.7349 -1.2558
Se -2.9600 3.5462 0.2409
Se -4.2015 2.5936 2.0240
Se -2.2200 1.6818 2.9733
N -1.1692 -1.3178 -4.1534
C -0.6342 -0.1977 -3.6138
C -0.7458 1.0316 -4.2830
C -0.3703 2.2110 -3.6886
C 0.0921 2.1789 -2.3885
C 0.3643 0.9442 -1.7777
C 0.0062 -0.2445 -2.3807
S 0.1715 3.6228 -1.3871
O 0.0283 2.9783 -0.0383
O 1.3768 4.3604 -1.5988
O -1.0447 4.3621 -1.7103
H -1.4533 -1.3417 -5.1155
H -1.0248 -2.2048 -3.7058
H -1.1929 1.0475 -5.2712
H -0.5484 3.1589 -4.1790
H 0.9701 0.9431 -0.8853
H 0.2584 -1.1998 -1.9341
*
```

---

Record 6
A molecular structure, C4H8N4O, computed with ωB97M-V/def2-TZVPD.

Values from the calculation:
Energy above the lowest of the compared OMol25 structures with the same formula, charge and spin = 9.975 eV
Strongest force on any atom = 5.48 eV/Å
LUMO = -0.425 eV
DFT total energy = -451.151676 Eh
HOMO-LUMO gap = 8.05 eV

Structure (ORCA input):
```
! wB97M-V def2-TZVPD RIJCOSX def2/J DEFGRID3
* xyz 0 1
C -0.3754 1.5368 0.1895
C -0.7623 0.1250 0.4204
C 1.1758 -1.7428 0.5961
C 0.5875 0.5194 -0.0636
H -0.3196 1.7220 -2.0548
H -0.8298 3.7543 -0.5713
H -0.7192 2.2063 1.1193
H -0.8112 -0.1272 1.4253
H -2.0830 -1.3686 -0.1191
H -0.5404 -2.9478 -0.3054
H 2.6700 -0.3745 0.1236
H 0.5952 0.4352 -1.1098
N -0.9301 2.1760 -0.9365
N -1.1038 -0.9518 -0.3457
N -0.1620 -1.9342 0.1001
N 1.6888 -0.3976 0.4923
O 1.9195 -2.6304 1.0396
*
```

---

Record 7
A molecular structure, C3H3BaO3, computed with ωB97M-V/def2-TZVPD.

Values from the calculation:
Energy above the lowest of the compared OMol25 structures with the same formula, charge and spin = 0.448 eV
Strongest force on any atom = 2.64 eV/Å
LUMO (spin up / spin down) = -0.247 / -0.253 eV
DFT total energy = -367.272008 Eh
HOMO-LUMO gap (spin up / spin down) = 4.80 / 7.86 eV

Structure (ORCA input):
```
! wB97M-V def2-TZVPD RIJCOSX def2/J DEFGRID3
* xyz 0 2
C -1.1106 -1.4458 0.8575
C -0.7556 -0.1613 0.7310
O 0.4218 0.3032 0.2806
Ba 2.5507 1.7999 1.1315
H -0.4238 -2.2579 0.6149
H -2.1502 -1.6876 1.0790
H -1.4399 0.6390 1.0437
O 1.9361 1.3948 -1.4961
C 0.9022 0.8024 -1.7168
O 0.0692 0.6133 -2.5253
*
```

---

Record 8
2 unconnected molecules or ions with the total composition C2H7NO3, computed with ωB97M-V/def2-TZVPD.

Values from the calculation:
Energy above the lowest of the compared OMol25 structures with the same formula, charge and spin = 1.739 eV
Strongest force on any atom = 2.80 eV/Å
LUMO = 0.618 eV
DFT total energy = -360.849754 Eh
SMILES string = O=CNCO.O
HOMO-LUMO gap = 10.75 eV

Structure (ORCA input):
```
! wB97M-V def2-TZVPD RIJCOSX def2/J DEFGRID3
* xyz 0 1
O -1.8018 0.8930 -0.4798
C -0.6918 1.3205 -0.6315
N 0.4401 0.5701 -0.8588
C 0.4854 -0.8357 -0.8460
O 1.4610 -1.2824 0.0823
H -0.4091 2.4449 -0.6748
H 1.2875 1.0643 -1.0803
H 0.6648 -1.2968 -1.8647
H -0.5936 -1.1820 -0.6391
H 1.0718 -0.9491 0.9314
O -0.5536 0.0219 2.1463
H -1.5246 -0.1947 1.9583
H 0.1640 -0.5740 1.9569
*
```

---

Record 9
CH2Cl2NO3P in the gas phase, computed with ωB97M-V/def2-TZVPD.

Values from the calculation:
Energy above the lowest of the compared OMol25 structures with the same formula, charge and spin = 0.247 eV
Strongest force on any atom = 3.50 eV/Å
LUMO = -0.225 eV
DFT total energy = -1581.484527 Eh
SMILES string = O=[N+]([O-])CP(=O)(Cl)Cl
HOMO-LUMO gap = 11.32 eV

Structure (ORCA input):
```
! wB97M-V def2-TZVPD RIJCOSX def2/J DEFGRID3
* xyz 0 1
O 0.1752 1.4981 -1.2085
N 0.3740 0.3675 -1.5062
O 0.7427 -0.0367 -2.6016
C -0.1298 -0.7097 -0.3868
P 0.0223 0.2532 1.1867
O 1.3282 0.8733 1.2933
Cl -1.6025 1.4137 1.6618
Cl -0.1429 -1.1978 2.6446
H -1.1867 -0.8421 -0.7919
H 0.4195 -1.6195 -0.2914
*
```